# C7H33NO9

A cluster of 10 separate species, C7H33NO9 in total in a non-equilibrium geometry (ωB97M-V/def2-TZVPD, OMol25).

Each line ends with the Löwdin spin population.
CARTESIAN COORDINATES (ANGSTROEM)
C: -1.423 -1.268 1.965  0.0556
C: -0.269 -1.898 1.059  0.0520
N: -0.392 -1.555 -0.377  0.6016
C: -1.465 -2.168 -1.148  0.0668
C: -2.455 -1.053 -1.533  0.0257
C: -1.425 0.069 -1.916  0.0058
C: -0.501 -0.123 -0.591  0.0597
C: 0.935 0.524 -0.653  0.0166
H: -2.395 -1.560 1.792  0.0018
H: -1.345 -0.169 1.899  0.0042
H: -1.393 -1.541 3.012  0.0031
H: 0.718 -1.612 1.464  0.0056
H: -0.303 -2.986 1.271  0.0018
H: -1.945 -3.020 -0.609  0.0083
H: -1.019 -2.685 -2.048  0.0342
H: -3.188 -1.360 -2.307  0.0014
H: -3.046 -0.715 -0.678  0.0022
H: -0.829 -0.280 -2.799  0.0007
H: -1.737 1.133 -1.996  -0.0004
H: -1.340 0.245 0.102  0.0340
H: 1.398 0.571 0.313  0.0000
H: 0.954 1.487 -1.066  0.0016
H: 1.549 -0.125 -1.272  -0.0004
H: 4.559 -1.948 0.111  0.0000
H: 5.436 -0.789 0.501  0.0000
O: 5.167 -1.627 0.797  0.0000
H: -0.865 -5.352 -0.009  0.0000
H: -1.459 -4.843 1.323  0.0000
O: -1.704 -5.268 0.500  0.0006
H: 3.069 3.339 1.618  0.0000
H: 2.504 4.018 0.291  0.0000
O: 2.902 4.172 1.200  0.0000
H: 1.238 -3.169 -0.628  0.0016
H: 1.855 -3.854 -1.829  0.0001
O: 1.543 -4.045 -0.938  0.0071
H: -3.205 3.789 1.275  0.0000
H: -4.055 3.527 0.068  0.0000
O: -4.139 3.756 1.002  0.0000
H: 0.120 3.748 -0.114  0.0000
H: 0.728 3.638 -1.688  0.0000
O: 0.877 3.751 -0.760  0.0008
H: 1.283 -1.208 -2.710  0.0001
H: 0.752 -2.435 -3.331  0.0007
O: 1.566 -2.109 -2.908  0.0053
H: -0.569 3.575 1.496  0.0000
H: -1.091 2.436 0.582  0.0008
O: -1.254 3.365 0.788  0.0009
H: 1.327 4.338 2.501  0.0000
H: 0.689 3.490 3.595  0.0000
O: 0.488 3.876 2.736  0.0000

Properties
Relative energy (zero: lowest compared OMol25 entry of this formula, charge and spin) (eV): 0.000
2S+1: 2
Charge: +1
Maximum force (eV/Å): 3.6
Calculated total energy (eV): -27702.5989
HOMO energy (spin up / spin down) (eV): -13.317 / -13.317

=====

# C7H34O11

A cluster of 12 separate species, C7H34O11 in total in a non-equilibrium geometry (ωB97M-V/def2-TZVPD, OMol25).

Each line ends with the natural charge from an NBO analysis.
CARTESIAN COORDINATES (ANGSTROEM)
C: 3.243 -0.157 0.070  -0.4281
C: 2.918 -0.221 -1.182  0.0082
C: 3.855 -0.574 -2.274  -0.6424
C: 1.588 0.217 -1.626  -0.0345
C: 0.528 -0.695 -2.095  -0.6517
C: 1.231 1.554 -1.488  -0.1674
C: -0.032 2.202 -1.853  -0.6525
H: 2.642 0.141 1.001  0.2091
H: 4.087 -0.501 0.521  0.1818
H: 3.654 -1.415 -2.895  0.2351
H: 4.075 0.422 -2.713  0.2336
H: 4.784 -0.765 -1.680  0.2073
H: -0.069 -0.399 -2.850  0.1924
H: 0.870 -1.765 -2.297  0.2332
H: -0.021 -1.105 -1.296  0.2374
H: 1.973 2.293 -1.099  0.1906
H: -0.171 2.926 -0.908  0.2132
H: -0.027 2.833 -2.670  0.2181
H: -0.877 1.567 -1.822  0.2109
O: -4.189 0.571 0.542  -0.9503
H: -3.771 -0.202 0.707  0.4740
H: -3.787 1.089 1.255  0.4644
O: 0.400 -0.583 1.720  -0.9516
H: -0.465 -0.607 2.027  0.4730
H: 0.275 -0.856 0.823  0.4761
O: -2.839 -1.916 -1.930  -0.9548
H: -3.236 -2.800 -1.881  0.4667
H: -3.692 -1.368 -1.706  0.4894
O: -2.258 0.386 3.482  -1.0175
H: -2.508 0.497 4.377  0.4611
H: -1.630 1.215 3.444  0.4950
O: 1.060 0.362 -5.017  -0.9222
H: 1.034 1.211 -4.614  0.4570
H: 0.476 -0.103 -4.273  0.4620
O: -3.633 -1.914 1.475  -0.9471
H: -4.194 -1.852 2.181  0.4737
H: -2.741 -1.975 1.767  0.4882
O: 2.035 -3.308 0.811  -0.9302
H: 2.628 -3.140 0.150  0.4654
H: 2.266 -2.570 1.493  0.4666
O: -0.482 -2.595 2.997  -0.9354
H: 0.497 -2.798 2.803  0.4814
H: -0.486 -1.808 3.415  0.4564
O: 1.781 2.605 2.775  -0.9456
H: 2.318 3.260 2.340  0.4888
H: 2.344 1.934 3.023  0.4788
O: -0.624 2.329 3.943  -0.9426
H: 0.082 2.604 3.325  0.5126
H: -0.039 1.761 4.501  0.4727
O: -3.956 1.056 -2.323  -0.9377
H: -3.673 1.807 -2.883  0.4602
H: -3.247 1.149 -1.595  0.4773

Properties
Relative energy (zero: lowest compared OMol25 entry of this formula, charge and spin) (eV): 4.934
Charge: 0
Maximum force (eV/Å): 6.0
Calculated total energy (eV): -30328.9226
HOMO energy (eV): -8.952